Record 1
# C2H6FNO

C2H6FNO as an isolated structure at a distorted geometry (wB97M-V/def2-TZVPD, the Open Molecules 2025 dataset).

The value obtained for the HOMO energy is -9.0238 eV. The calculation puts the strongest force on any atom at 4.5 eV/A.

The geometry in XYZ format:
```
11
Properties=species:S:1:pos:R:3:forces:R:3:nbo_charge:R:1
C -0.6639 -0.5179 1.3126 -1.5519 2.1984 0.6824 -0.690
C -0.7988 0.2108 0.0353 3.6495 -0.7841 -2.4815 0.472
N 1.5133 0.0697 -1.5985 -0.4502 -1.6087 1.4400 -0.490
O 0.4909 -0.7062 -0.9460 -1.6186 2.1109 0.2809 -0.505
F -0.3263 1.5067 0.1107 -1.0814 -1.3880 -0.4370 -0.345
H -1.2435 0.0714 2.1394 0.4870 -1.5863 -1.3980 0.230
H -0.9364 -1.5245 1.0648 -0.3414 -0.6076 0.6927 0.246
H 0.3550 -0.4360 1.6005 0.9767 -0.2254 0.2189 0.243
H -1.5709 -0.0309 -0.7263 0.2450 1.0001 0.9208 0.195
H 1.2345 0.8403 -2.1622 -1.4248 0.4097 -0.8122 0.324
H 1.9463 0.5165 -0.8301 1.1103 0.4810 0.8930 0.320
```
Forces are in eV/Å.

Record 2
# C2H6FOP

One molecule with the formula C2H6FOP at a distorted geometry (wB97M-V/def2-TZVPD, the Open Molecules 2025 dataset).

The value obtained for the HOMO energy is -9.4549 eV. Its SMILES is OC[C@@H](F)P. The calculation puts the strongest force on any atom at 6.2 eV/A.

The geometry in XYZ format:
```
11
Properties=species:S:1:pos:R:3:forces:R:3:nbo_charge:R:1
O -1.4343 1.0399 0.4423 -0.3345 -0.8187 -0.6969 -0.697
C -1.0504 0.0008 -0.4506 0.2640 -1.4867 1.1973 -0.130
C 0.0549 -0.8514 0.2233 2.4454 4.4102 -3.6189 0.125
F 0.2106 -2.0862 -0.1485 -0.4300 -2.7861 -0.9671 -0.334
P 1.8082 0.2140 -0.3899 -1.4181 -3.1476 -1.4907 0.142
H -0.8045 1.7346 0.3206 0.4602 0.8358 0.0669 0.467
H -0.7213 0.2971 -1.4340 0.0609 0.6325 -0.3126 0.173
H -1.8859 -0.6570 -0.6089 -0.7481 -0.1639 0.0538 0.189
H 0.0951 -0.7371 1.2251 -0.3513 0.1818 3.3737 0.159
H 2.5252 -0.2186 0.6895 0.6263 0.1147 1.0761 -0.025
H 1.2026 1.2639 0.1312 -0.5748 2.2280 1.3184 -0.069
```
Forces are in eV/Å.

Record 3
# C2H6I2N2OP

A 2-piece molecular cluster, C2H6I2N2OP overall at a distorted geometry (wB97M-V/def2-TZVPD, the Open Molecules 2025 dataset).

The value obtained for the HOMO energy is -13.1293 eV. The charge is +1. The calculation puts the strongest force on any atom at 3.3 eV/A.

The geometry in XYZ format:
```
14
Properties=species:S:1:pos:R:3:forces:R:3:nbo_charge:R:1
C 2.2802 -0.8753 -0.0721 1.7072 -0.0126 0.4262 0.443
C -1.4331 0.9661 0.0465 0.6828 -2.0196 1.0313 -0.019
N 1.7344 0.2478 -0.0686 0.3305 1.5896 0.1914 -0.744
N -0.8046 -0.1873 0.1159 -3.0818 0.0456 0.2878 -0.622
O 1.5295 -1.9718 -0.1141 0.6400 -1.1741 -0.9581 -0.676
P -3.2536 1.2121 0.4295 1.9102 1.6353 1.9602 0.411
I 4.3361 -1.3236 0.2010 -0.1139 0.2108 -0.2074 0.168
I 2.7307 2.0936 0.0492 -0.5084 -1.3276 -0.0046 0.415
H -0.6488 1.6888 0.2233 -0.4586 1.2182 -0.5602 0.227
H 0.2732 -0.1153 0.2279 -0.6486 -0.1050 -0.5620 0.441
H 2.1221 -2.6760 -0.5024 -1.1038 0.5352 0.7373 0.523
H -1.3782 -1.0797 0.1694 1.2424 1.3189 -0.2823 0.423
H -3.8088 1.9103 -0.5953 0.1924 1.1130 -1.0445 0.032
H -3.6792 0.1102 -0.1101 -0.7902 -3.0277 -1.0151 -0.023
```
Forces are in eV/Å.

Record 4
# C2H6I2Si

One molecule with the formula C2H6I2Si at a distorted geometry (wB97M-V/def2-TZVPD, the Open Molecules 2025 dataset).

The spin multiplicity is 3. The value obtained for the HOMO energy (alpha / beta) is -4.7834 / -9.3920 eV. The calculation puts the strongest force on any atom at 3.6 eV/A.

The geometry in XYZ format:
```
11
Properties=species:S:1:pos:R:3:forces:R:3:nbo_charge:R:1
C 0.7445 0.9993 -1.0255 -2.3316 1.9201 1.3393 -1.089
C -0.0452 -1.5246 0.7069 1.3030 1.1457 -1.0711 -1.141
Si -0.5580 0.2740 0.2848 0.9541 -1.8271 -2.9434 0.796
I -2.7681 0.3098 -0.8327 -0.7551 0.0784 -0.3409 -0.211
I -0.6164 1.8417 2.2262 -0.1088 2.2993 2.7593 0.209
H 0.1891 1.7187 -1.7228 0.9121 -1.5191 0.6068 0.254
H 1.5375 1.5772 -0.5503 0.0521 -0.1553 0.1321 0.231
H 1.1055 0.0801 -1.3619 0.8244 -1.0950 -1.5627 0.222
H -0.1813 -2.2422 -0.1481 -0.2336 0.4644 1.2075 0.256
H 1.0739 -1.3011 0.7217 -1.0699 -0.7824 0.5907 0.227
H -0.4814 -1.7327 1.7016 0.4532 -0.5291 -0.7175 0.248
```
Forces are in eV/Å.

Record 5
# C2H6IN2S

A 2-piece molecular cluster, C2H6IN2S overall at a distorted geometry (wB97M-V/def2-TZVPD, the Open Molecules 2025 dataset).

The value obtained for the HOMO energy (alpha / beta) is -12.2386 / -12.2385 eV. The charge is +1. The calculation puts the strongest force on any atom at 5.8 eV/A.

The geometry in XYZ format:
```
12
Properties=species:S:1:pos:R:3:forces:R:3:nbo_charge:R:1
C 0.6691 -0.6447 -0.3722 -0.0567 1.3397 -0.3666 -0.086
C 0.3594 0.2272 0.8008 -1.6345 -0.1503 -1.5988 -0.341
N -2.0301 -1.0324 -1.9414 -1.0402 -0.0990 -2.8276 -0.962
N 1.3905 0.2723 1.7649 3.5951 4.3725 1.4548 -0.700
S 0.7420 1.0596 -0.7740 -0.4205 -1.8981 1.3551 0.413
I -2.4217 0.9839 -1.9231 -0.2046 0.2977 0.1856 0.273
H -1.0203 -1.1452 -1.8630 0.1988 0.0079 -0.1287 0.362
H -0.5608 0.2958 1.3827 -0.5589 0.0612 -1.0664 0.260
H -2.2593 -1.1954 -3.0075 0.7731 -0.1575 2.6937 0.391
H 1.5655 1.3736 1.9893 -0.5771 -3.0784 0.0654 0.469
H 2.2837 0.0568 1.3080 0.1277 -0.5731 0.2688 0.454
H 1.2821 -0.2516 2.6356 -0.2023 -0.1225 -0.0353 0.467
```
Forces are in eV/Å.

Record 6
# C2H6INO

A 2-piece molecular cluster, C2H6INO overall at a distorted geometry (wB97M-V/def2-TZVPD, the Open Molecules 2025 dataset).

The value obtained for the HOMO energy is -9.0401 eV. Its SMILES is C=[N+](C)[O-].I. The calculation puts the strongest force on any atom at 4.6 eV/A.

The geometry in XYZ format:
```
11
Properties=species:S:1:pos:R:3:forces:R:3:nbo_charge:R:1
C -1.5257 0.0944 -1.0273 -1.5539 -0.2444 -1.8512 -0.254
N -0.4917 0.3134 -0.3034 -2.2871 -3.0560 0.9107 0.152
C -0.4041 -0.4561 0.9392 -1.8639 2.8232 2.5884 -0.460
O 0.5303 0.8610 -0.6058 3.3164 2.8898 -1.3147 -0.511
H -1.5749 0.5115 -2.0586 0.1675 -0.3041 1.1032 0.208
H -2.2215 -0.6983 -0.7093 0.2972 0.9327 -0.0068 0.196
H -0.0302 -1.3966 0.7122 0.5849 -1.7130 -0.0104 0.223
H 0.2029 0.1512 1.6029 0.8990 -0.3536 -0.2667 0.232
H -1.3510 -0.3711 1.5451 0.4414 -0.9407 -1.1912 0.213
I 3.8215 0.0863 0.4569 1.2597 -1.2587 1.5469 -0.111
H 3.0445 0.9042 -0.5519 -1.2612 1.2248 -1.5082 0.112
```
Forces are in eV/Å.

Record 7
# C2H6INOP

C2H6INOP as an isolated structure at a distorted geometry (wB97M-V/def2-TZVPD, the Open Molecules 2025 dataset).

The value obtained for the HOMO energy is -12.7145 eV. The charge is +1. The calculation puts the strongest force on any atom at 5.5 eV/A.

The geometry in XYZ format:
```
12
Properties=species:S:1:pos:R:3:forces:R:3:nbo_charge:R:1
C -0.1501 -1.5815 0.5199 2.0533 -1.1112 -2.1348 0.560
C -0.7405 -0.2300 0.6333 -0.9925 1.4543 1.3335 -0.400
N -0.1094 0.7640 -0.2511 3.0463 -4.3168 -1.5397 -0.713
O -0.5618 -2.6321 0.8107 -0.1321 0.3822 0.3578 -0.406
P 1.9752 -1.6380 -0.8367 -1.5957 -0.5603 1.6006 0.110
I 3.1408 0.2176 0.3214 0.1619 -0.1710 -0.0058 0.016
H -1.8080 -0.1299 0.4254 -0.1153 -0.9264 -0.0894 0.274
H -0.7049 0.0988 1.6926 0.5083 -0.1619 -0.4843 0.285
H -0.2268 1.6308 0.0889 -0.5386 4.1672 1.5879 0.423
H -0.5700 0.7097 -1.1568 0.4646 0.0644 -0.3109 0.438
H 1.1008 0.5860 -0.2890 -2.7151 0.5408 0.0476 0.389
H 2.3742 -2.6984 0.0689 -0.1452 0.6387 -0.3626 0.025
```
Forces are in eV/Å.

Record 8
# C2H6INOS

A 2-piece molecular cluster, C2H6INOS overall at a distorted geometry (wB97M-V/def2-TZVPD, the Open Molecules 2025 dataset).

The value obtained for the HOMO energy (alpha / beta) is -8.8875 / -8.8884 eV. The calculation puts the strongest force on any atom at 3.7 eV/A.

The geometry in XYZ format:
```
12
Properties=species:S:1:pos:R:3:forces:R:3:nbo_charge:R:1
C -0.2367 1.5608 0.1707 -2.5910 -1.5296 -2.2323 -0.655
C 0.8193 0.5588 -0.1778 -2.0644 -1.4867 -2.4017 -0.522
N -1.5244 -0.7559 0.1576 1.2501 -2.6564 0.1652 -0.995
O 0.2995 -1.7582 -1.4794 0.1485 -0.5973 -0.3996 -0.841
S -0.0516 -1.0828 -0.2697 -1.9809 0.2868 0.8779 1.789
I 1.8633 -3.1156 1.6175 -1.0035 1.1615 -0.7933 -0.426
H 0.1747 2.4949 0.0714 1.1191 2.5226 1.2258 0.237
H -1.0188 1.6688 -0.6629 1.0918 -0.6899 0.7936 0.225
H -0.8632 1.1789 0.9860 0.7494 1.1135 0.3732 0.268
H 1.4582 0.3023 0.5859 2.1269 0.1322 1.5717 0.246
H 1.2463 0.5582 -1.2183 -0.0748 0.3588 1.2447 0.261
H -2.1666 -1.6102 0.2190 1.2289 1.3844 -0.4252 0.414
```
Forces are in eV/Å.

Record 9
# C2H6IO2

A 2-piece molecular cluster, C2H6IO2 overall at a distorted geometry (wB97M-V/def2-TZVPD, the Open Molecules 2025 dataset).

The spin multiplicity is 2. The value obtained for the HOMO energy (alpha / beta) is -10.2847 / -10.1602 eV. The calculation puts the strongest force on any atom at 1.4 eV/A.

The geometry in XYZ format:
```
11
Properties=species:S:1:pos:R:3:forces:R:3:nbo_charge:R:1
I 2.7767 2.4385 -2.7620 0.0536 0.0160 -0.0180 0.005
C -0.3157 -0.9626 0.5236 0.5870 -0.0855 1.2237 -0.077
C -0.4264 0.4641 -0.0905 -0.6554 -0.7256 0.4830 -0.081
O 0.2348 0.5134 -1.3366 0.6301 -0.3423 -0.0314 -0.729
O -0.4248 -0.9167 1.9859 -0.6793 0.9676 -0.7359 -0.742
H 0.6649 -1.4263 0.4166 0.1154 0.3400 -1.0384 0.174
H -1.0720 -1.6189 0.0931 -0.0775 0.0027 0.0159 0.165
H -0.0997 1.2084 0.6357 0.4122 -0.0600 -0.0002 0.178
H -1.4705 0.6864 -0.3107 -0.3036 -0.1028 0.4001 0.160
H 0.5194 1.4117 -1.5203 -0.0749 0.1048 0.0413 0.477
H -0.3867 -1.7978 2.3651 -0.0076 -0.1148 -0.3402 0.471
```
Forces are in eV/Å.

Record 10
# C2H6IO2P

One molecule with the formula C2H6IO2P at a distorted geometry (wB97M-V/def2-TZVPD, the Open Molecules 2025 dataset).

The value obtained for the HOMO energy is -9.7624 eV. Its SMILES is CCO[P@@H](=O)I. The calculation puts the strongest force on any atom at 2.8 eV/A.

The geometry in XYZ format:
```
12
Properties=species:S:1:pos:R:3:forces:R:3:nbo_charge:R:1
C -1.4715 -0.6402 0.8309 -0.1880 -2.8014 0.2085 -0.639
C -0.7315 -0.4394 -0.4553 1.6525 0.2951 -0.3506 -0.042
O 0.1281 0.7891 -0.3173 -1.0439 0.1661 -0.0493 -0.878
P 1.6102 1.2498 -0.3061 0.6363 -1.4081 -0.1981 1.885
O 1.9316 2.4645 0.4490 -0.1037 -0.8574 -0.0476 -1.012
I 2.8296 -1.0781 -0.0304 -0.4638 1.0774 0.3992 -0.327
H -1.6509 -1.7952 1.0284 0.4237 2.4202 -0.2905 0.228
H -0.8230 -0.2175 1.5573 0.1547 0.0366 1.2843 0.235
H -2.4399 -0.1378 0.8156 0.2117 -0.0100 0.0977 0.220
H -1.5080 -0.2003 -1.1427 0.1581 0.3258 -1.3716 0.199
H 0.0016 -1.1954 -0.8343 -1.1057 0.2283 0.6009 0.218
H 2.1237 1.2004 -1.5952 -0.3318 0.5274 -0.2829 -0.086
```
Forces are in eV/Å.